{
  "formula": "C7H13N3",
  "method": "the ωB97M-V functional and the def2-TZVPD basis",
  "multiplicity": 1,
  "lumo_energy_ev": -9.0,
  "total_energy_ev": -11918.790,
  "total_charge": 2,
  "orbital_gap_ev": 9.55,
  "species": ["C", "C", "C", "C", "C", "C", "C", "N", "N", "N", "H", "H", "H", "H", "H", "H", "H", "H", "H", "H", "H", "H", "H"],
  "positions_angstrom": [[1.0940, -1.4314, 0.5496], [1.3599, 0.9572, -0.2510], [-1.1606, -0.7641, 0.7290], [-1.7617, -0.2634, -0.4560], [-1.0512, 0.6381, 0.5235], [2.2939, 1.8963, -0.6811], [-3.2814, -0.3369, -0.4683], [0.1852, 1.3415, 0.1485], [1.7805, -0.3967, -0.0381], [1.6891, -2.4965, 0.9243], [-1.5187, -1.3108, 1.5650], [-1.4142, -0.5976, -1.4082], [-1.7012, 1.2084, 1.0713], [2.5483, 2.7719, -0.0381], [1.9307, 2.4073, -1.5767], [3.3343, 1.5395, -1.0012], [-3.7010, -0.0866, -1.5387], [-3.9767, 0.3358, 0.1429], [-3.5905, -1.3386, -0.2042], [-0.0476, 2.3793, -0.0673], [2.8360, -0.5325, -0.2797], [1.4282, -3.3079, 1.5014], [2.7245, -2.6123, 0.8533]],
  "forces_ev_per_angstrom": [[-3.3, 2.1, -0.2], [-1.6, -4.0, 3.0], [3.4, -2.4, 0.9], [-1.4, -0.3, -0.5], [2.1, 0.6, -2.0], [4.3, 2.7, -2.3], [-2.9, 1.3, -1.6], [-1.6, 2.2, -0.8], [2.1, 0.5, -0.8], [2.5, -1.1, 0.6], [-0.1, -0.5, 0.6], [0.9, 0.4, -0.6], [-1.1, 1.8, 1.5], [-0.6, -0.8, 0.3], [-0.2, -0.1, -0.2], [-1.6, -0.1, 0.6], [1.1, -0.8, 1.9], [1.8, -0.5, -0.2], [-0.1, -0.4, -0.2], [0.7, -2.2, 0.5], [-2.4, 0.3, 0.5], [-1.4, 0.7, -0.5], [-0.7, 0.6, -0.4]],
  "lowdin_charge": [-0.0443, -0.2613, 0.1210, -0.2291, -0.1572, 0.0144, -0.0283, 0.1972, 0.1368, 0.2109, 0.1399, 0.1649, 0.1467, 0.1521, 0.1324, 0.1487, 0.1395, 0.1254, 0.0863, 0.2430, 0.2159, 0.1738, 0.1713]
}



{
  "formula": "C7H13N3O4",
  "method": "the ωB97M-V functional and the def2-TZVPD basis",
  "multiplicity": 1,
  "smiles": "NCC(=O)N[C@@H](CCC(N)=O)C(=O)O",
  "lumo_energy_ev": 0.2,
  "total_energy_ev": -20124.175,
  "orbital_gap_ev": 8.90,
  "species": ["C", "C", "C", "C", "C", "C", "C", "H", "H", "H", "H", "H", "H", "H", "H", "H", "H", "H", "H", "H", "N", "N", "N", "O", "O", "O", "O"],
  "positions_angstrom": [[-1.4804, -2.7154, 0.0953], [-0.6395, -1.4593, 0.2768], [-0.7181, 0.8331, 0.2792], [-1.5692, 2.0991, -0.1070], [0.6323, 0.7715, -0.3509], [1.6719, 0.2681, 0.6915], [3.0561, -0.0141, -0.0830], [-3.1256, -2.7992, -1.3450], [-3.5549, -2.8950, 0.4018], [-1.0665, -3.3150, -0.8498], [-1.4991, -3.3803, 1.0555], [-2.2722, -0.2142, -0.3779], [-0.7677, 0.8962, 1.4325], [0.8331, 1.6677, -0.8412], [0.3407, 0.0684, -1.3669], [2.0856, 1.1381, 1.4936], [1.2254, -0.4998, 1.4043], [2.4517, -2.0669, -0.3142], [4.0202, -1.6844, -1.0041], [-0.1066, 3.8208, -0.0815], [-2.9550, -2.2424, -0.3948], [-1.3823, -0.3642, -0.0367], [3.0667, -1.3270, -0.7448], [0.5492, -1.5412, 0.7208], [-2.8553, 1.9008, -0.0950], [3.9891, 0.9238, -0.0466], [-1.1067, 3.4793, -0.1023]],
  "forces_ev_per_angstrom": [[-1.2, -1.2, -2.3], [-0.9, -2.1, 0.5], [-0.2, 2.9, 1.3], [-5.0, 0.5, 1.5], [-0.2, -2.4, -1.0], [4.4, 4.6, 1.7], [1.7, 1.6, 1.2], [0.3, 1.4, 2.7], [1.5, 2.6, -3.3], [-0.4, 1.0, 2.4], [0.1, 1.3, -1.9], [-2.5, -1.0, -0.6], [0.8, 0.4, -1.5], [1.0, 1.8, -0.3], [1.7, 1.5, 2.8], [-1.3, -1.3, -2.6], [2.2, 2.5, -1.0], [0.8, 1.6, -0.5], [-1.4, 0.7, 0.3], [-2.9, -2.3, -0.1], [-0.5, -5.5, 1.8], [3.7, -0.2, 1.6], [1.4, 1.4, 1.4], [-6.3, -4.1, -2.4], [6.5, 1.5, -0.7], [-4.3, -5.5, -1.0], [1.1, -1.9, -0.2]],
  "lowdin_charge": [-0.1294, -0.4077, -0.2768, -0.2557, -0.1444, -0.1583, -0.3622, 0.0938, 0.1405, 0.1437, 0.1366, 0.0932, 0.2030, 0.0785, 0.2076, 0.1606, 0.0732, 0.0920, 0.1053, 0.1833, -0.0704, 0.0848, 0.0988, -0.0653, 0.0307, -0.0660, 0.0109]
}



{
  "formula": "C7H13NO",
  "method": "the ωB97M-V functional and the def2-TZVPD basis",
  "multiplicity": 1,
  "lumo_energy_ev": [-1.5, -1.8],
  "total_energy_ev": -11004.126,
  "orbital_gap_ev": [7.38, 6.94],
  "species": ["C", "C", "C", "C", "C", "C", "C", "O", "N", "H", "H", "H", "H", "H", "H", "H", "H", "H", "H", "H", "H", "H"],
  "positions_angstrom": [[-0.5886, -0.9431, -0.0119], [1.1239, 2.3215, -0.2766], [0.1000, -2.2772, 0.2973], [-1.3826, -1.0578, -1.3360], [-1.5564, -0.5716, 1.1365], [2.4661, 2.1227, 0.2868], [0.1219, 1.2996, -0.4551], [-0.9188, 2.0123, -0.4093], [0.4562, 0.0564, -0.1333], [0.9725, 3.2782, -0.7769], [0.7944, -2.5385, -0.5028], [-0.6357, -3.0776, 0.3988], [0.6656, -2.2058, 1.2280], [-0.6991, -1.2685, -2.1602], [-2.1026, -1.8734, -1.2516], [-1.9029, -0.1249, -1.5436], [-1.0141, -0.4976, 2.0798], [-2.0605, 0.3695, 0.9320], [-2.3032, -1.3606, 1.2385], [2.6013, 1.1188, 0.6775], [2.6469, 2.8753, 1.0679], [3.2158, 2.3419, -0.4859]],
  "forces_ev_per_angstrom": [[-0.4, -0.2, -0.2], [1.6, -0.9, -2.3], [-0.1, 0.1, 0.0], [0.3, 0.0, 0.4], [0.2, -0.2, -0.2], [-0.3, 0.3, 1.2], [1.8, 0.3, 2.1], [-2.1, -0.1, -0.2], [-0.2, 0.9, -0.8], [-0.4, -0.2, 0.3], [0.0, 0.0, 0.0], [0.0, 0.0, 0.0], [0.0, 0.0, 0.0], [0.0, 0.0, 0.0], [0.0, 0.1, -0.1], [-0.1, 0.0, 0.0], [0.0, 0.0, 0.0], [0.0, 0.0, 0.0], [0.0, 0.0, 0.0], [0.0, 0.0, 0.0], [0.1, -0.1, 0.0], [-0.3, 0.0, -0.1]],
  "lowdin_charge": [-0.6326, 0.0892, -0.0637, -0.0398, -0.0383, -0.0567, -0.5518, 0.0278, 0.1567, 0.1280, 0.0765, 0.0784, 0.0760, 0.0813, 0.0818, 0.0739, 0.0813, 0.0696, 0.0811, 0.0769, 0.0969, 0.1076]
}